Formula: C5H4HgNaO6
Source: the OMol25 dataset
Level of theory: ωB97M-V/def2-TZVPD

XYZ file:
```
17
Properties=species:S:1:pos:R:3:lowdin_charge:R:1
O 3.74 3.82 3.62 0.277
C 3.10 3.98 2.68 -0.377
O 2.42 4.16 1.75 -0.003
O 0.28 1.39 -0.97 -0.143
Hg 1.02 3.67 -0.22 1.079
O -1.73 -3.81 -0.52 -0.019
C -1.63 -2.58 -0.72 -0.781
O -2.44 -1.70 -0.37 -0.045
O -0.50 -2.19 -1.38 0.008
C -0.40 -0.83 -1.75 -0.114
C 0.16 -0.37 0.59 0.209
C 0.24 0.17 -0.73 -0.381
Na -3.71 -3.40 0.57 0.805
H -1.33 -0.42 -2.16 0.150
H 0.26 -0.82 -2.62 0.144
H 0.37 -1.41 0.81 0.103
H 0.15 0.34 1.42 0.087
```

* E_tot: -26118.37134 eV
* total charge: +1
* Kohn-Sham gap (spin up / spin down): 8.9 / 5.0 eV
* spin multiplicity: 3
* maximum force: 0.076 hartree/bohr